# 1
This record from the Open Molecules 2025 dataset describes 11 unconnected molecules or ions with the total composition C38H65F21NO28P3 in a non-equilibrium geometry. The level of theory is ωB97M-V with the def2-TZVPD basis set.

Last column: Löwdin charge in e.
Positions of all 156 atoms, in Å:
C1 5.514 -17.985 -9.871  0.032
N1 5.412 -16.678 -10.588  -0.437
O1 4.859 -15.769 -9.996  0.058
O2 5.871 -16.598 -11.699  0.060
H1 5.157 -17.811 -8.859  0.051
H2 6.576 -18.214 -9.788  0.063
H3 5.000 -18.742 -10.452  0.095
C2 7.622 -20.010 -7.362  -0.069
O3 6.700 -19.978 -6.267  -0.198
P1 5.941 -18.629 -5.861  0.392
O4 5.049 -18.098 -6.907  -0.228
O5 5.264 -18.941 -4.466  -0.186
C3 4.090 -19.733 -4.389  -0.081
O6 7.169 -17.731 -5.442  -0.214
C4 7.012 -16.369 -5.005  -0.075
H4 7.144 -20.544 -8.189  0.090
H5 8.511 -20.604 -7.167  0.082
H6 7.843 -19.015 -7.742  0.058
H7 3.722 -19.917 -5.402  0.067
H8 3.287 -19.298 -3.797  0.088
H9 4.363 -20.708 -3.987  0.077
H10 7.983 -15.926 -4.811  0.065
H11 6.400 -16.329 -4.103  0.096
H12 6.502 -15.777 -5.765  0.076
C5 0.359 -22.979 -6.221  -0.085
O7 0.992 -23.495 -7.404  -0.208
P2 2.555 -23.239 -7.666  0.372
O8 3.473 -23.618 -6.580  -0.238
O9 2.819 -24.069 -9.021  -0.210
C6 2.697 -25.480 -9.014  -0.114
O10 2.629 -21.732 -8.092  -0.214
C7 3.868 -21.118 -8.433  -0.075
H13 -0.467 -22.385 -6.604  0.082
H14 1.003 -22.339 -5.616  0.073
H15 0.037 -23.787 -5.568  0.093
H16 1.805 -25.795 -9.558  0.088
H17 2.617 -25.874 -8.000  0.085
H18 3.532 -25.973 -9.511  0.087
H19 4.648 -21.872 -8.568  0.093
H20 4.225 -20.500 -7.612  0.062
H21 3.742 -20.523 -9.334  0.077
C8 3.491 -23.003 -2.406  -0.065
O11 2.104 -23.029 -2.045  -0.249
P3 1.596 -24.078 -0.950  0.396
O12 1.886 -25.497 -1.171  -0.218
O13 0.077 -23.676 -0.698  -0.232
C9 -1.001 -24.599 -0.827  -0.080
O14 2.288 -23.514 0.398  -0.222
C10 1.916 -22.231 0.901  -0.100
H22 4.092 -23.590 -1.708  0.087
H23 3.803 -21.963 -2.344  0.072
H24 3.556 -23.430 -3.405  0.097
H25 -1.584 -24.611 0.091  0.091
H26 -0.657 -25.574 -1.165  0.085
H27 -1.685 -24.212 -1.588  0.082
H28 1.502 -22.288 1.906  0.090
H29 1.286 -21.660 0.223  0.072
H30 2.861 -21.691 1.021  0.086
C11 8.795 -10.671 -8.586  -0.049
C12 7.455 -11.317 -8.338  -0.195
O15 7.184 -11.376 -6.948  0.024
C13 6.700 -12.474 -6.409  -0.404
O16 6.347 -13.431 -7.028  0.159
C14 6.624 -12.420 -4.870  -0.550
F1 7.027 -11.243 -4.410  0.181
F2 5.370 -12.674 -4.499  0.177
F3 7.396 -13.359 -4.304  0.154
H31 9.053 -10.601 -9.641  0.085
H32 9.641 -11.169 -8.109  0.056
H33 8.797 -9.669 -8.148  0.086
H34 7.414 -12.314 -8.783  0.125
H35 6.630 -10.765 -8.795  0.134
C15 12.094 -17.100 -11.444  -0.055
C16 11.015 -17.749 -10.575  -0.192
O17 10.622 -16.831 -9.562  0.052
C17 9.388 -16.939 -9.080  -0.360
O18 8.566 -17.724 -9.442  0.140
C18 9.141 -15.943 -7.942  -0.521
F4 7.894 -15.522 -7.890  0.196
F5 9.456 -16.580 -6.800  0.163
F6 9.975 -14.882 -7.999  0.156
H36 12.730 -17.795 -11.992  0.078
H37 12.748 -16.508 -10.800  0.081
H38 11.744 -16.385 -12.190  0.077
H39 11.429 -18.686 -10.214  0.102
H40 10.149 -17.951 -11.205  0.129
C19 7.196 -22.104 0.248  -0.054
C20 8.414 -21.910 -0.612  -0.188
O19 8.360 -20.698 -1.400  0.037
C21 8.832 -19.570 -0.916  -0.403
O20 9.271 -19.385 0.175  0.169
C22 8.917 -18.422 -1.970  -0.573
F7 8.669 -18.890 -3.179  0.185
F8 8.069 -17.458 -1.642  0.182
F9 10.155 -17.950 -1.969  0.173
H41 6.250 -22.112 -0.291  0.070
H42 7.150 -21.364 1.046  0.084
H43 7.333 -23.090 0.698  0.088
H44 8.551 -22.706 -1.340  0.127
H45 9.325 -21.879 -0.012  0.126
C23 10.039 -14.683 -2.029  -0.042
C24 10.520 -15.248 -3.371  -0.199
O21 10.235 -14.330 -4.427  0.017
C25 11.160 -13.409 -4.690  -0.385
O22 12.274 -13.431 -4.269  0.176
C26 10.735 -12.298 -5.670  -0.542
F10 11.399 -12.522 -6.816  0.161
F11 9.427 -12.337 -5.923  0.170
F12 11.084 -11.103 -5.225  0.196
H46 10.369 -13.659 -1.871  0.084
H47 10.460 -15.310 -1.241  0.080
H48 8.957 -14.779 -1.948  0.072
H49 10.034 -16.203 -3.545  0.098
H50 11.592 -15.430 -3.301  0.124
C27 1.203 -18.881 -6.853  -0.035
C28 1.805 -17.573 -7.366  -0.160
O23 1.076 -17.127 -8.528  0.043
C29 1.474 -17.592 -9.695  -0.395
O24 2.248 -18.479 -9.866  0.164
C30 0.840 -16.824 -10.874  -0.547
F13 0.109 -17.654 -11.629  0.163
F14 0.008 -15.855 -10.480  0.162
F15 1.808 -16.284 -11.602  0.183
H51 1.623 -19.064 -5.862  0.063
H52 1.537 -19.728 -7.452  0.062
H53 0.116 -18.871 -6.799  0.074
H54 2.872 -17.682 -7.554  0.095
H55 1.676 -16.766 -6.648  0.128
C31 15.173 -23.375 -6.435  -0.069
C32 13.744 -23.562 -6.900  -0.202
O25 13.311 -22.287 -7.398  0.027
C33 12.000 -22.062 -7.542  -0.394
O26 11.148 -22.872 -7.381  0.184
C34 11.708 -20.648 -8.057  -0.540
F16 12.807 -19.921 -8.301  0.168
F17 10.964 -20.764 -9.153  0.176
F18 11.031 -19.998 -7.092  0.159
H56 15.884 -23.085 -7.203  0.081
H57 15.431 -24.356 -6.020  0.083
H58 15.268 -22.719 -5.569  0.081
H59 13.126 -23.870 -6.058  0.129
H60 13.743 -24.346 -7.657  0.132
C35 -3.785 -18.708 -4.201  -0.052
C36 -2.336 -18.193 -4.238  -0.184
O27 -1.509 -19.054 -3.477  0.032
C37 -1.063 -20.195 -3.956  -0.391
O28 -1.321 -20.629 -5.041  0.156
C38 -0.147 -20.941 -2.975  -0.518
F19 -0.435 -22.243 -3.017  0.167
F20 1.134 -20.665 -3.219  0.168
F21 -0.381 -20.559 -1.692  0.144
H61 -4.134 -18.966 -3.203  0.082
H62 -3.873 -19.550 -4.887  0.076
H63 -4.472 -17.962 -4.608  0.080
H64 -2.197 -17.210 -3.797  0.128
H65 -2.049 -18.224 -5.291  0.119

**SMILES string**: CCOC(=O)C(F)(F)F.CCOC(=O)C(F)(F)F.CCOC(=O)C(F)(F)F.CCOC(=O)C(F)(F)F.CCOC(=O)C(F)(F)F.CCOC(=O)C(F)(F)F.CCOC(=O)C(F)(F)F.COP(=O)(OC)OC.COP(=O)(OC)OC.COP(=O)(OC)OC.C[N+](=O)[O-]
**HOMO-LUMO gap**: 10.616 eV
**LUMO level**: 0.357 eV
**HOMO**: -10.2588 eV

***

# 2
This record from the Open Molecules 2025 dataset describes a molecular structure, C38H67BrIrNP2Si in a non-equilibrium geometry. The level of theory is ωB97M-V with the def2-TZVPD basis set.

Last column: Löwdin charge in e.
Positions of all 111 atoms, in Å:
Ir1 0.026 -0.182 0.500  0.666
C1 -3.113 2.351 0.528  -0.093
C2 -2.911 1.301 -0.573  -0.522
C3 -1.981 1.843 -1.664  -0.114
P1 -2.242 -0.221 0.167  0.968
C4 -3.501 -0.823 1.356  -0.500
C5 -4.903 -0.759 0.743  -0.082
C6 -3.194 -2.246 1.831  -0.085
C7 -2.086 -1.429 -1.145  -0.288
C8 -2.847 -1.500 -2.315  -0.027
C9 -2.614 -2.506 -3.237  -0.247
C10 -3.419 -2.609 -4.505  -0.032
C11 -1.579 -3.415 -2.966  0.003
C12 -0.803 -3.342 -1.823  0.000
C13 -1.065 -2.341 -0.888  -0.316
N1 -0.378 -2.105 0.305  -0.188
C14 -0.013 -3.049 1.254  -0.309
C15 -0.225 -4.428 1.114  -0.002
C16 0.156 -5.294 2.120  -0.004
C17 0.688 -4.850 3.335  -0.259
C18 1.128 -5.813 4.408  -0.034
C19 0.800 -3.485 3.507  -0.035
C20 0.472 -2.590 2.475  -0.294
P2 0.577 -0.824 2.608  0.950
C21 2.257 -0.345 3.166  -0.487
C22 3.285 -0.678 2.077  -0.142
C23 2.729 -0.956 4.490  -0.080
C24 -0.708 -0.213 3.772  -0.509
C25 -0.843 1.311 3.629  -0.111
C26 -0.568 -0.596 5.245  -0.082
H1 -3.528 3.263 0.099  0.095
H2 -2.159 2.608 0.994  0.067
H3 -3.794 2.013 1.311  0.073
H4 -3.875 1.033 -1.010  0.110
H5 -1.023 2.153 -1.240  0.036
H6 -2.435 2.721 -2.125  0.094
H7 -1.786 1.110 -2.447  0.071
H8 -3.446 -0.147 2.216  0.104
H9 -4.948 -1.302 -0.203  0.085
H10 -5.251 0.262 0.584  0.075
H11 -5.604 -1.238 1.427  0.096
H12 -3.323 -2.963 1.017  0.096
H13 -3.890 -2.513 2.627  0.099
H14 -2.184 -2.356 2.216  0.045
H15 -3.635 -0.780 -2.504  0.120
H16 -4.343 -2.039 -4.437  0.083
H17 -3.666 -3.647 -4.728  0.089
H18 -2.849 -2.224 -5.353  0.093
H19 -1.369 -4.198 -3.687  0.129
H20 0.028 -4.018 -1.685  0.122
H21 -0.699 -4.820 0.227  0.105
H22 0.016 -6.358 1.962  0.127
H23 0.586 -6.755 4.345  0.084
H24 0.977 -5.393 5.402  0.083
H25 2.191 -6.037 4.306  0.090
H26 1.120 -3.110 4.469  0.098
H27 2.196 0.744 3.269  0.116
H28 3.301 -1.754 1.882  0.093
H29 4.279 -0.385 2.421  0.088
H30 3.080 -0.164 1.143  -0.039
H31 3.000 -2.002 4.359  0.081
H32 2.013 -0.875 5.301  0.057
H33 3.631 -0.421 4.791  0.097
H34 -1.609 -0.682 3.370  0.073
H35 0.005 1.824 4.089  0.085
H36 -1.748 1.657 4.129  0.094
H37 -0.901 1.618 2.583  0.024
H38 0.238 -0.044 5.725  0.074
H39 -0.414 -1.665 5.391  0.074
H40 -1.491 -0.327 5.762  0.095
C27 5.761 2.320 -4.878  -0.057
C28 4.514 2.153 -3.979  -0.611
C29 3.820 3.518 -3.841  -0.086
C30 3.499 1.195 -4.641  -0.078
Si1 5.144 1.498 -2.350  1.076
Br1 1.749 0.612 -1.030  0.134
C31 5.454 2.678 -0.932  -0.604
C32 4.226 3.542 -0.573  -0.084
C33 6.607 3.592 -1.414  -0.059
C34 5.879 1.970 0.365  -0.082
C35 5.856 -0.227 -2.259  -0.606
C36 7.394 -0.071 -2.201  -0.059
C37 5.352 -0.988 -1.014  -0.084
C38 5.503 -1.085 -3.485  -0.085
H41 5.428 2.669 -5.859  0.107
H42 6.309 1.388 -5.029  0.073
H43 6.457 3.064 -4.483  0.086
H44 3.525 3.848 -4.840  0.100
H45 4.474 4.286 -3.429  0.072
H46 2.916 3.456 -3.234  0.085
H47 3.050 1.717 -5.490  0.099
H48 2.689 0.914 -3.962  0.048
H49 3.961 0.291 -5.022  0.065
H50 3.905 4.189 -1.382  0.061
H51 4.506 4.184 0.267  0.100
H52 3.377 2.931 -0.263  0.031
H53 6.311 4.229 -2.249  0.075
H54 7.499 3.032 -1.712  0.088
H55 6.891 4.246 -0.586  0.106
H56 5.067 1.368 0.775  0.063
H57 6.125 2.740 1.101  0.101
H58 6.761 1.343 0.247  0.071
H59 7.736 0.504 -1.340  0.069
H60 7.796 0.394 -3.105  0.090
H61 7.832 -1.070 -2.124  0.106
H62 5.727 -0.568 -0.085  0.062
H63 5.714 -2.018 -1.079  0.101
H64 4.261 -1.021 -0.965  0.040
H65 5.833 -0.639 -4.423  0.073
H66 4.434 -1.290 -3.546  0.087
H67 6.021 -2.043 -3.387  0.100

**HOMO-LUMO gap**: 5.585 eV
**Energy above the lowest of the compared OMol25 structures with the same formula, charge and spin**: 21.4 kJ/mol
**Total charge**: +2
**LUMO level**: -6.347 eV
**HOMO**: -11.9317 eV

***

# 3
This record from the Open Molecules 2025 dataset describes a molecular structure, C38H68BN2P2Pb. The level of theory is ωB97M-V with the def2-TZVPD basis set.

Last column: Löwdin charge in e.
Positions of all 112 atoms, in Å:
Pb1 -0.623 0.282 -0.804  1.031
C1 5.336 0.412 2.222  -0.097
C2 4.361 0.856 1.130  -0.697
C3 5.132 1.367 -0.093  -0.112
C4 3.516 2.015 1.685  -0.097
P1 3.101 -0.400 0.458  1.163
C5 2.204 -0.902 2.028  -0.285
N1 1.122 0.012 2.368  -0.027
B1 -0.006 0.393 1.547  -0.566
N2 -0.861 1.132 2.460  -0.034
C6 -2.193 1.655 2.279  -0.298
P2 -2.683 1.623 0.481  1.023
C7 -3.206 3.429 0.222  -0.675
C8 -1.919 4.254 0.368  -0.096
C9 -3.710 3.578 -1.218  -0.096
C10 -4.261 3.964 1.193  -0.093
C11 -4.180 0.472 0.496  -0.682
C12 -4.554 0.186 -0.963  -0.103
C13 -5.410 0.956 1.267  -0.090
C14 -3.682 -0.845 1.111  -0.109
C15 -0.252 1.228 3.701  -0.177
C16 -0.659 1.866 4.861  -0.027
C17 0.169 1.803 5.979  -0.121
C18 1.362 1.095 5.936  -0.117
C19 1.768 0.441 4.776  -0.032
C20 0.970 0.524 3.645  -0.187
C21 4.000 -2.014 -0.037  -0.684
C22 3.146 -3.225 0.349  -0.116
C23 5.419 -2.233 0.484  -0.103
C24 4.054 -1.921 -1.571  -0.136
H1 5.722 1.295 2.740  0.082
H2 6.190 -0.130 1.820  0.057
H3 4.852 -0.219 2.971  0.064
H4 5.809 2.178 0.194  0.082
H5 4.442 1.749 -0.848  0.070
H6 5.727 0.574 -0.553  0.057
H7 4.122 2.926 1.720  0.085
H8 3.173 1.805 2.698  0.069
H9 2.639 2.213 1.064  0.060
H10 2.893 -1.001 2.867  0.072
H11 1.770 -1.882 1.837  0.075
H12 -2.251 2.682 2.648  0.075
H13 -2.905 1.065 2.864  0.090
H14 -1.297 4.146 -0.518  0.051
H15 -1.315 3.961 1.229  0.077
H16 -2.166 5.313 0.478  0.085
H17 -3.026 3.095 -1.919  0.067
H18 -3.778 4.638 -1.480  0.089
H19 -4.701 3.140 -1.341  0.065
H20 -4.015 3.753 2.236  0.073
H21 -5.247 3.557 0.983  0.056
H22 -4.323 5.050 1.082  0.082
H23 -4.854 1.089 -1.494  0.061
H24 -5.394 -0.515 -0.995  0.092
H25 -3.718 -0.270 -1.496  0.037
H26 -5.990 1.673 0.685  0.067
H27 -5.153 1.404 2.229  0.072
H28 -6.057 0.096 1.461  0.086
H29 -2.743 -1.172 0.656  0.043
H30 -4.422 -1.626 0.928  0.081
H31 -3.541 -0.770 2.191  0.080
H32 -1.600 2.399 4.906  0.099
H33 -0.124 2.304 6.893  0.090
H34 1.985 1.049 6.821  0.091
H35 2.695 -0.120 4.770  0.096
H36 3.154 -3.394 1.428  0.078
H37 3.556 -4.118 -0.132  0.091
H38 2.113 -3.117 0.011  0.068
H39 5.448 -2.311 1.572  0.075
H40 6.094 -1.438 0.165  0.058
H41 5.800 -3.173 0.071  0.083
H42 3.054 -1.793 -1.985  0.052
H43 4.490 -2.832 -1.994  0.089
H44 4.660 -1.069 -1.890  0.068
C25 -2.068 -3.471 -1.481  -0.271
C26 -2.123 -2.740 -2.685  -0.293
C27 -0.839 -2.763 -3.264  -0.292
C28 0.006 -3.527 -2.435  -0.255
C29 -0.751 -3.950 -1.323  -0.269
C30 -0.281 -4.787 -0.165  -0.083
C31 1.429 -3.911 -2.742  -0.068
C32 -0.485 -2.130 -4.582  -0.084
C33 -3.326 -2.119 -3.337  -0.088
C34 -3.198 -3.795 -0.543  -0.085
H45 -0.828 -5.737 -0.093  0.062
H46 -0.422 -4.270 0.794  0.060
H47 0.782 -5.028 -0.252  0.043
H48 1.617 -3.865 -3.818  0.065
H49 1.636 -4.938 -2.422  0.067
H50 2.169 -3.268 -2.257  0.009
H51 -0.794 -2.747 -5.440  0.063
H52 0.592 -1.965 -4.674  0.052
H53 -0.976 -1.158 -4.701  0.054
H54 -3.560 -2.609 -4.291  0.067
H55 -3.176 -1.054 -3.561  0.054
H56 -4.217 -2.202 -2.708  0.045
H57 -3.467 -4.860 -0.584  0.065
H58 -4.100 -3.225 -0.782  0.045
H59 -2.932 -3.579 0.499  0.054
C35 -0.385 2.801 -3.473  -0.110
C36 0.934 2.535 -2.750  -0.547
C37 1.716 1.416 -3.437  -0.097
C38 0.708 2.205 -1.273  -0.348
H60 -0.224 3.096 -4.513  0.072
H61 -0.937 3.603 -2.974  0.056
H62 -1.003 1.898 -3.461  0.052
H63 1.539 3.453 -2.820  0.119
H64 1.117 0.502 -3.483  0.057
H65 2.625 1.196 -2.872  0.059
H66 2.003 1.693 -4.455  0.073
H67 0.316 3.085 -0.759  0.007
H68 1.677 2.004 -0.814  -0.016

**HOMO-LUMO gap**: 4.708 eV
**Energy above the lowest of the compared OMol25 structures with the same formula, charge and spin**: 0.0 kJ/mol
**Total charge**: -1
**LUMO level**: 2.313 eV
**HOMO**: -2.3944 eV